13
Properties=species:S:1:pos:R:3:forces:R:3 method="wB97M-V/def2-TZVPD" smiles=COCCO relative_energy_kcal_mol=39.1 homo_lumo_gap_ev=11.0
C 1.671 0.740 0.388 0.13 -0.21 -0.05
O 0.410 0.203 0.794 0.02 -0.55 0.07
C -0.193 -0.864 0.006 0.40 0.12 0.14
C -1.615 -0.418 -0.323 0.20 -0.49 0.05
O -1.483 0.952 -0.580 0.04 0.23 0.11
H 1.738 1.812 0.638 -0.38 -0.45 0.06
H 2.479 0.229 0.920 0.00 -0.04 -0.14
H 1.825 0.652 -0.695 -0.09 -0.11 0.15
H 0.339 -0.925 -0.951 0.11 -0.11 0.21
H -0.200 -1.844 0.504 0.40 0.38 0.15
H -1.890 -1.039 -1.191 -0.22 0.59 -0.06
H -2.369 -0.628 0.457 0.42 0.11 0.01
H -0.711 1.128 0.033 -1.03 0.52 -0.69

13
Properties=species:S:1:pos:R:3:forces:R:3 method="wB97M-V/def2-TZVPD" smiles=COCCO relative_energy_kcal_mol=45.0 homo_lumo_gap_ev=10.8
C 1.656 0.781 0.269 0.06 -0.34 -0.05
O 0.386 0.248 0.683 0.03 -0.92 0.00
C -0.225 -0.861 -0.097 0.71 0.35 0.36
C -1.642 -0.411 -0.429 0.32 -0.59 0.09
O -1.482 0.954 -0.679 0.42 0.32 0.43
H 1.752 1.853 0.523 -0.52 -0.53 0.09
H 2.455 0.250 0.792 0.03 -0.03 -0.16
H 1.793 0.700 -0.815 -0.06 -0.13 0.13
H 0.313 -0.912 -1.049 0.10 -0.14 0.19
H -0.233 -1.844 0.400 0.50 0.52 0.24
H -1.890 -1.068 -1.285 -0.31 0.79 -0.11
H -2.407 -0.624 0.342 0.46 0.16 0.00
H -0.673 1.090 -0.045 -1.72 0.53 -1.20

14
Properties=species:S:1:pos:R:3:forces:R:3 method="wB97M-V/def2-TZVPD" charge=-1 relative_energy_kcal_mol=44.0 homo_lumo_gap_ev=8.7
C 1.087 0.514 1.241 2.62 -2.84 -2.50
C 2.212 -0.383 -0.922 0.25 0.23 -0.40
C 1.166 0.168 -0.342 -0.27 0.79 3.33
O -2.074 0.431 0.945 -0.24 0.59 0.62
O -2.157 0.450 -1.648 0.46 0.02 -0.66
P -2.578 -0.120 -0.342 -0.89 0.01 0.01
H 1.883 -0.084 1.774 -0.96 0.13 -0.46
H 1.213 1.463 1.653 0.19 2.14 -0.37
H 0.116 0.223 1.430 -2.05 -0.83 1.19
H -4.025 -0.236 -0.469 0.30 0.30 0.50
H 2.210 -0.476 -2.002 0.04 -0.61 0.04
H 3.087 -0.678 -0.352 0.20 0.33 -0.17
H 0.183 0.205 -0.786 0.04 0.71 -0.67
H -2.324 -1.475 -0.180 0.29 -0.97 -0.47

14
Properties=species:S:1:pos:R:3:forces:R:3 method="wB97M-V/def2-TZVPD" charge=-1 relative_energy_kcal_mol=75.0 homo_lumo_gap_ev=7.9
C 0.648 0.398 -1.136 -0.50 -1.82 2.42
C 0.077 0.169 1.247 1.92 0.85 0.78
C -0.379 0.832 -0.027 1.50 0.71 -1.30
O -1.456 -2.087 0.128 -0.38 1.43 -1.34
O -3.100 0.760 0.374 -2.21 1.20 2.45
P -2.166 0.204 -0.574 3.59 -2.30 -1.80
H 1.620 0.829 -1.176 0.73 0.95 0.43
H 0.844 -0.699 -1.037 -0.37 0.67 0.09
H 0.206 0.502 -2.046 -1.17 0.44 -3.01
H -0.470 0.594 2.033 -1.62 -0.17 1.46
H 1.115 0.385 1.703 -0.71 -0.01 -1.50
H 0.010 -0.902 1.103 -0.31 -0.15 0.33
H -0.404 1.997 0.001 -0.18 -1.80 0.18
H -1.673 -1.964 1.043 -0.30 0.01 0.82

14
Properties=species:S:1:pos:R:3:forces:R:3 method="wB97M-V/def2-TZVPD" relative_energy_kcal_mol=121.3 homo_lumo_gap_ev=9.8
C -0.602 0.300 1.299 -0.20 -2.67 2.69
C 0.583 -0.368 0.542 1.46 0.89 2.07
C 1.112 0.433 -0.672 2.36 2.82 -2.68
H -2.858 0.021 0.529 1.66 1.50 -0.99
H -0.268 1.187 2.157 -1.14 -2.88 -2.48
H -1.289 -0.882 1.714 2.63 4.02 -0.34
H 1.449 -0.483 1.305 -1.33 -0.29 -1.47
H -0.236 -0.964 -0.830 -0.11 -3.48 1.24
H 1.525 1.702 -0.670 -1.72 -4.02 0.65
H 0.229 0.399 -1.611 2.72 0.08 2.44
H 2.081 -1.094 -1.201 -0.56 -3.35 -0.54
O 0.134 -1.606 -0.070 -0.29 3.60 -1.65
O 2.422 -0.256 -1.076 -2.03 4.02 0.77
S -1.728 0.801 0.047 -3.44 -0.25 0.28

15
Properties=species:S:1:pos:R:3:forces:R:3 method="wB97M-V/def2-TZVPD" smiles="CSSC.O=CO" relative_energy_kcal_mol=31.4 homo_lumo_gap_ev=8.7
O -1.346 3.469 1.277 1.87 -1.74 -1.54
C -0.871 2.834 0.349 -0.34 1.17 0.11
O 0.350 2.209 0.213 -1.58 -0.75 0.32
H -1.362 2.798 -0.635 -0.55 -0.13 0.11
H 0.204 1.431 -0.435 0.73 1.60 1.11
C -1.334 -0.828 1.450 -0.10 0.35 0.42
S 0.061 -1.786 0.741 -0.41 0.30 0.18
S 0.518 -0.718 -1.011 0.26 -0.99 -0.22
C 1.952 -1.739 -1.597 0.12 -0.11 -0.20
H -1.043 0.156 1.865 0.24 -0.63 -0.11
H -2.167 -0.618 0.770 0.26 -0.44 -0.21
H -1.728 -1.464 2.276 0.38 0.40 -0.57
H 1.767 -2.855 -1.640 -0.17 1.42 0.13
H 2.140 -1.355 -2.621 -0.18 -0.33 0.55
H 2.858 -1.534 -1.004 -0.53 -0.10 -0.08

14
Properties=species:S:1:pos:R:3:forces:R:3 method="wB97M-V/def2-TZVPD" relative_energy_kcal_mol=122.1 homo_lumo_gap_ev=7.6
O -0.163 -0.473 1.099 0.13 0.05 -1.64
C -1.409 -1.178 0.338 -1.11 -0.58 0.06
C 0.594 -0.378 -0.185 0.59 0.42 0.25
O 1.861 0.046 0.206 0.66 -0.02 0.12
C 0.030 0.744 -1.056 0.06 -0.12 -0.03
O -0.273 1.827 -0.185 0.25 0.22 0.06
H -0.404 0.464 1.298 0.00 -0.41 -0.28
H -1.342 -2.152 0.825 -0.34 -0.04 0.27
H -2.247 -0.606 0.732 -0.22 -0.11 0.37
H 0.605 -1.366 -0.664 -0.22 0.37 0.47
H 2.181 -0.624 0.823 0.26 0.19 -0.05
H 0.814 1.024 -1.773 -0.11 -0.05 0.10
H -0.881 0.465 -1.582 0.21 -0.09 0.27
H 0.584 2.164 0.109 -0.16 0.19 0.01

14
Properties=species:S:1:pos:R:3:forces:R:3 method="wB97M-V/def2-TZVPD" smiles="O=CCCO.O" relative_energy_kcal_mol=29.2 homo_lumo_gap_ev=10.9
O -1.300 -1.407 0.738 0.02 -0.02 0.11
C -0.479 -1.107 -0.093 -0.08 -0.32 0.12
C -0.174 0.307 -0.471 -0.17 0.59 -0.34
C 0.920 0.410 -1.510 0.66 -0.21 0.11
O 2.082 -0.341 -1.131 -0.18 0.12 -0.08
H 0.076 -1.911 -0.611 0.00 0.15 -0.13
H -1.086 0.753 -0.883 -0.11 -0.17 -0.04
H 0.014 0.924 0.407 0.23 -0.19 0.28
H 0.588 -0.055 -2.434 -0.08 0.01 -0.20
H 1.184 1.450 -1.727 -0.13 -0.11 0.02
H 2.663 0.196 -0.586 -0.06 0.09 0.07
H -1.093 -0.228 2.284 -0.43 -0.07 0.00
H -2.169 0.587 3.032 -0.08 -0.14 -0.13
O -1.226 0.421 2.986 0.42 0.26 0.20

15
Properties=species:S:1:pos:R:3:forces:R:3 method="wB97M-V/def2-TZVPD" smiles="O=C(O)CCS.O" relative_energy_kcal_mol=5.3 homo_lumo_gap_ev=9.8
O -0.674 2.495 2.338 -0.09 0.27 -0.01
C -0.485 2.137 1.207 0.07 -0.04 0.18
O -1.311 2.452 0.186 0.30 0.25 -0.29
C 0.660 1.255 0.789 -0.46 -0.38 0.25
C 0.127 -0.171 0.613 0.31 -0.07 -0.17
S 1.442 -1.295 0.000 -0.14 0.31 0.15
H -1.845 3.213 0.455 -0.24 -0.21 0.19
H 1.103 1.608 -0.142 0.05 -0.02 0.14
H 1.350 1.279 1.627 0.33 0.08 -0.18
H -0.686 -0.159 -0.103 -0.06 -0.12 -0.18
H -0.248 -0.578 1.548 -0.05 0.16 0.13
H 0.624 -1.947 -0.820 -0.04 -0.14 -0.22
H 0.263 -3.738 -1.902 -0.05 -0.15 -0.01
H 0.070 -3.219 -3.318 -0.12 0.01 0.10
O -0.392 -3.330 -2.478 0.18 0.05 -0.08

15
Properties=species:S:1:pos:R:3:forces:R:3 method="wB97M-V/def2-TZVPD" smiles="O=C(O)CCS.O" relative_energy_kcal_mol=15.6 homo_lumo_gap_ev=10.1
O -3.052 -0.086 -0.031 -0.07 -0.31 0.01
C -1.912 0.149 0.243 0.13 0.37 0.06
O -1.575 1.212 1.035 0.76 -0.40 0.16
C -0.703 -0.672 -0.182 -0.21 -0.89 -0.51
C 0.224 0.023 -1.188 -0.76 1.11 0.27
S 1.716 -0.806 -1.880 -0.97 0.07 0.38
H -2.222 1.334 1.740 -0.38 0.15 -0.41
H -0.174 -0.923 0.718 0.37 0.04 0.45
H -1.092 -1.618 -0.575 -0.03 0.27 -0.17
H 0.532 0.958 -0.711 0.33 -0.15 -0.10
H -0.407 0.378 -1.998 0.17 -0.28 -0.48
H 2.530 -0.189 -1.032 0.48 0.04 -0.22
H 2.152 -0.232 0.562 -0.57 -0.17 1.36
H 2.219 0.628 1.829 -0.37 -0.51 -0.04
O 1.763 -0.157 1.470 1.12 0.67 -0.76

| no. | molar mass (g mol⁻¹) |
| --- | --- |
| 1 | 76.09 |
| 2 | 76.09 |
| 3 | 107.07 |
| 4 | 107.07 |
| 5 | 108.16 |
| 6 | 140.23 |
| 7 | 92.09 |
| 8 | 92.09 |
| 9 | 124.16 |
| 10 | 124.16 |